7
Properties=species:S:1:pos:R:3:forces:R:3:nbo_charge:R:1 method="wB97M-V/def2-TZVPD" smiles=C#C.C#N orbital_gap_ev=11.42 homo_ha=-0.38627
C -0.602923 0.566226 -0.050655 -1.2 -2.0 1.3 -0.259
C 1.541809 -1.009266 -0.018195 0.8 -1.5 0.2 0.079
C -1.236267 -0.265820 0.582504 0.4 2.7 -1.5 -0.184
N 1.408248 -2.008987 0.527815 0.0 0.3 0.0 -0.306
H 0.150224 1.069649 -0.591341 -0.1 0.5 -0.2 0.218
H 1.856171 -0.213594 -0.626015 0.0 0.6 -0.2 0.215
H -2.075019 -0.695624 1.062106 0.0 -0.6 0.3 0.237



9
Properties=species:S:1:pos:R:3:forces:R:3:nbo_charge:R:1 method="wB97M-V/def2-TZVPD" smiles=N#C[C@@H]1CN1[O-] orbital_gap_ev=6.70 homo_ha=-0.08390 total_charge=-1
C -1.519111 0.717779 0.546582 3.6 0.7 -0.7 0.264
C 0.185797 -0.697365 -0.657253 2.7 -2.2 -1.5 -0.356
C 0.099300 0.588294 -0.031015 -5.8 -1.8 2.9 -0.144
N -2.561200 0.926530 0.986824 -0.4 -0.2 0.0 -0.484
N 0.853216 -0.490218 0.657529 -2.2 0.5 1.0 -0.111
O 2.141712 -0.270613 0.700859 2.0 0.3 -0.6 -0.787
H -0.572753 -1.471841 -0.500791 0.0 0.6 -0.8 0.207
H 0.976091 -0.839247 -1.447663 -1.2 0.1 0.5 0.194
H 0.396949 1.536682 -0.255073 1.3 2.0 -0.9 0.217